w | {
  "formula": "C33H77N11O11",
  "method": "ωB97M-V/def2-TZVPD",
  "symbols": ["C", "N", "C", "C", "O", "H", "H", "H", "H", "H", "H", "H", "C", "N", "C", "C", "O", "H", "H", "H", "H", "H", "H", "H", "C", "N", "C", "C", "O", "H", "H", "H", "H", "H", "H", "H", "C", "N", "C", "C", "O", "H", "H", "H", "H", "H", "H", "H", "C", "N", "C", "C", "O", "H", "H", "H", "H", "H", "H", "H", "C", "N", "C", "C", "O", "H", "H", "H", "H", "H", "H", "H", "C", "N", "C", "C", "O", "H", "H", "H", "H", "H", "H", "H", "C", "N", "C", "C", "O", "H", "H", "H", "H", "H", "H", "H", "C", "N", "C", "C", "O", "H", "H", "H", "H", "H", "H", "H", "C", "N", "C", "C", "O", "H", "H", "H", "H", "H", "H", "H", "C", "N", "C", "C", "O", "H", "H", "H", "H", "H", "H", "H"],
  "positions_angstrom": [[0.136, 0.274, 5.854], [1.211, 1.140, 6.478], [0.644, 1.936, 7.612], [2.436, 1.167, 6.055], [3.278, 1.751, 6.747], [0.641, -0.507, 5.286], [-0.615, 0.732, 5.210], [-0.537, -0.163, 6.592], [0.166, 1.234, 8.295], [1.407, 2.407, 8.233], [-0.055, 2.564, 7.060], [2.659, 0.528, 5.186], [-1.012, 2.323, -5.587], [-0.248, 2.997, -4.551], [1.176, 3.215, -4.676], [-0.875, 3.907, -3.779], [-2.075, 4.060, -3.705], [-0.842, 1.247, -5.557], [-0.813, 2.748, -6.570], [-2.092, 2.429, -5.478], [1.612, 3.202, -3.677], [1.673, 2.342, -5.098], [1.683, 3.982, -5.261], [-0.117, 4.462, -3.206], [1.181, -0.781, 0.644], [0.233, 0.015, -0.062], [0.363, 1.402, 0.426], [-0.731, -0.315, -0.951], [-0.820, -1.462, -1.269], [1.146, -1.776, 0.199], [0.797, -0.702, 1.661], [2.220, -0.490, 0.486], [0.169, 1.452, 1.498], [1.371, 1.743, 0.192], [-0.093, 2.094, -0.282], [-1.385, 0.467, -1.367], [-2.239, 7.231, 2.145], [-2.767, 7.694, 3.388], [-3.119, 9.231, 3.477], [-2.737, 6.830, 4.461], [-2.573, 5.614, 4.352], [-2.867, 7.374, 1.266], [-2.017, 6.166, 2.215], [-1.311, 7.707, 1.826], [-2.254, 9.737, 3.049], [-3.968, 9.380, 2.808], [-3.348, 9.691, 4.438], [-3.114, 7.252, 5.406], [3.033, 10.513, -2.160], [2.984, 9.079, -2.275], [3.145, 8.777, -3.713], [2.598, 8.093, -1.381], [2.725, 6.857, -1.640], [2.681, 10.956, -1.229], [2.407, 10.951, -2.938], [4.083, 10.724, -2.362], [2.568, 9.296, -4.479], [4.209, 8.860, -3.933], [2.724, 7.771, -3.736], [2.319, 8.548, -0.418], [2.557, -6.651, -0.975], [1.888, -7.120, -2.175], [1.007, -6.042, -2.715], [1.832, -8.473, -2.628], [2.071, -9.447, -1.837], [2.015, -6.272, -0.109], [3.305, -5.929, -1.304], [3.041, -7.509, -0.508], [0.553, -6.411, -3.635], [0.066, -5.852, -2.199], [1.664, -5.195, -2.918], [1.444, -8.524, -3.657], [-1.918, -5.196, 3.045], [-1.931, -6.522, 2.208], [-1.426, -7.635, 2.924], [-2.577, -6.600, 1.008], [-2.780, -7.623, 0.372], [-2.431, -5.298, 4.001], [-2.540, -4.475, 2.515], [-0.956, -4.766, 3.325], [-1.422, -8.478, 2.233], [-0.419, -7.488, 3.314], [-2.072, -7.793, 3.788], [-2.967, -5.628, 0.668], [-5.545, 3.513, 1.017], [-6.612, 3.064, 1.890], [-7.160, 3.969, 2.883], [-7.074, 1.797, 1.780], [-7.932, 1.372, 2.534], [-5.530, 3.061, 0.025], [-4.658, 3.192, 1.563], [-5.675, 4.592, 0.936], [-8.181, 3.746, 3.194], [-6.731, 4.004, 3.884], [-7.193, 4.975, 2.462], [-6.558, 1.348, 0.918], [-6.611, -5.242, -4.493], [-5.181, -4.989, -4.656], [-4.419, -6.198, -4.815], [-4.713, -3.724, -4.959], [-5.446, -2.781, -5.270], [-6.908, -5.976, -5.241], [-7.295, -4.436, -4.759], [-6.708, -5.534, -3.447], [-4.804, -6.950, -4.127], [-4.545, -6.490, -5.858], [-3.350, -6.171, -4.605], [-3.626, -3.637, -5.115], [5.343, -3.099, 5.871], [5.102, -3.492, 4.511], [4.023, -4.435, 4.281], [6.027, -3.226, 3.587], [5.996, -3.676, 2.427], [5.878, -2.157, 5.995], [5.818, -3.943, 6.370], [4.442, -2.822, 6.419], [3.085, -4.239, 4.801], [3.793, -4.581, 3.226], [4.316, -5.466, 4.481], [6.778, -2.453, 3.813], [6.408, -2.016, -3.689], [5.479, -2.259, -4.745], [5.857, -2.984, -5.981], [4.184, -1.856, -4.696], [3.256, -1.927, -5.514], [6.807, -3.007, -3.472], [6.014, -1.728, -2.715], [7.131, -1.243, -3.953], [6.288, -3.952, -5.723], [4.990, -3.209, -6.602], [6.571, -2.420, -6.581], [3.813, -1.340, -3.797]],
  "smiles": "CN(C)C=O.CN(C)C=O.CN(C)C=O.CN(C)C=O.CN(C)C=O.CN(C)C=O.CN(C)C=O.CN(C)C=O.CN(C)C=O.CN(C)C=O.CN(C)C=O",
  "lumo_ev": -0.07,
  "orbital_gap_ha": 0.32512
}

x | {
  "formula": "C33H77N11O11",
  "method": "ωB97M-V/def2-TZVPD",
  "symbols": ["C", "C", "O", "N", "C", "H", "H", "H", "H", "H", "H", "H", "C", "C", "O", "N", "C", "H", "H", "H", "H", "H", "H", "H", "C", "C", "O", "N", "C", "H", "H", "H", "H", "H", "H", "H", "C", "C", "O", "N", "C", "H", "H", "H", "H", "H", "H", "H", "C", "C", "O", "N", "C", "H", "H", "H", "H", "H", "H", "H", "C", "C", "O", "N", "C", "H", "H", "H", "H", "H", "H", "H", "C", "C", "O", "N", "C", "H", "H", "H", "H", "H", "H", "H", "C", "C", "O", "N", "C", "H", "H", "H", "H", "H", "H", "H", "C", "C", "O", "N", "C", "H", "H", "H", "H", "H", "H", "H", "C", "C", "O", "N", "C", "H", "H", "H", "H", "H", "H", "H", "C", "C", "O", "N", "C", "H", "H", "H", "H", "H", "H", "H"],
  "positions_angstrom": [[-4.141, 5.076, 3.899], [-3.319, 4.197, 2.912], [-2.399, 3.647, 3.412], [-3.778, 4.054, 1.658], [-3.075, 3.462, 0.542], [-5.093, 4.563, 4.032], [-4.349, 5.993, 3.347], [-3.637, 5.159, 4.862], [-4.673, 4.478, 1.460], [-2.356, 2.751, 0.950], [-2.428, 4.189, 0.051], [-3.777, 2.946, -0.112], [-4.099, -0.747, -1.689], [-3.175, 0.367, -1.153], [-3.447, 0.747, -0.034], [-2.322, 0.929, -1.985], [-1.483, 2.110, -1.776], [-3.919, -1.142, -2.689], [-5.085, -0.285, -1.647], [-4.127, -1.429, -0.839], [-2.279, 0.681, -2.964], [-1.702, 2.553, -0.804], [-1.925, 2.799, -2.495], [-0.414, 1.934, -1.895], [-0.828, -1.462, -4.397], [0.064, -2.672, -4.587], [1.226, -2.488, -4.891], [-0.506, -3.882, -4.576], [0.383, -5.059, -4.433], [-0.463, -0.809, -3.604], [-1.910, -1.585, -4.347], [-0.757, -0.855, -5.299], [-1.506, -3.960, -4.455], [-0.176, -5.958, -4.172], [1.038, -4.940, -3.571], [1.120, -5.285, -5.203], [3.045, 2.818, 1.423], [2.810, 4.259, 0.920], [1.752, 4.461, 0.355], [3.774, 5.175, 1.119], [3.753, 6.514, 0.486], [4.079, 2.710, 1.752], [2.677, 2.153, 0.642], [2.449, 2.674, 2.324], [4.646, 4.953, 1.578], [2.930, 7.115, 0.874], [3.482, 6.339, -0.556], [4.658, 7.111, 0.597], [4.064, 0.686, -0.852], [3.974, -0.314, -1.950], [5.024, -0.551, -2.514], [2.774, -0.734, -2.352], [2.528, -1.986, -3.047], [4.370, 0.225, 0.088], [3.144, 1.251, -0.708], [4.775, 1.442, -1.184], [1.997, -0.227, -1.952], [1.722, -2.561, -2.592], [3.405, -2.634, -3.068], [2.093, -1.915, -4.044], [2.466, 0.245, 1.669], [2.186, 0.394, 3.082], [1.863, 1.492, 3.487], [2.042, -0.680, 3.898], [1.650, -0.462, 5.277], [3.553, 0.255, 1.583], [1.914, 0.893, 0.988], [2.094, -0.749, 1.422], [2.163, -1.616, 3.538], [1.719, 0.594, 5.535], [2.387, -0.899, 5.950], [0.697, -0.934, 5.518], [-2.730, -2.984, -1.534], [-2.333, -4.224, -2.327], [-1.208, -4.670, -2.192], [-3.099, -4.752, -3.334], [-2.736, -5.956, -4.093], [-3.249, -3.341, -0.644], [-3.523, -2.510, -2.112], [-1.960, -2.255, -1.282], [-4.017, -4.379, -3.530], [-3.529, -6.080, -4.831], [-2.632, -6.771, -3.377], [-1.818, -5.778, -4.654], [-1.333, 6.225, 4.201], [-0.154, 5.477, 3.824], [0.998, 5.721, 4.252], [-0.413, 4.483, 2.931], [0.490, 3.510, 2.391], [-1.964, 5.600, 4.833], [-1.931, 6.580, 3.361], [-1.052, 7.139, 4.723], [-1.351, 4.142, 2.776], [0.070, 2.504, 2.383], [1.348, 3.354, 3.045], [0.700, 3.672, 1.334], [3.334, -2.559, 0.216], [2.394, -3.720, -0.178], [2.741, -4.872, -0.051], [1.280, -3.374, -0.772], [0.288, -4.226, -1.281], [3.793, -2.090, -0.654], [4.145, -2.793, 0.906], [2.670, -1.878, 0.748], [1.039, -2.394, -0.809], [0.528, -5.217, -0.895], [0.335, -4.410, -2.355], [-0.735, -3.934, -1.045], [-0.331, -1.076, 2.519], [-0.906, -2.074, 1.494], [-1.351, -1.665, 0.399], [-0.697, -3.331, 1.726], [-1.393, -4.395, 1.060], [-0.175, -1.657, 3.427], [-0.899, -0.153, 2.636], [0.635, -0.699, 2.185], [0.054, -3.702, 2.290], [-2.066, -4.215, 0.222], [-1.992, -5.004, 1.737], [-0.608, -5.009, 0.618], [-0.059, -1.154, -1.569], [0.495, -0.092, -0.720], [1.608, 0.158, -0.877], [-0.307, 0.379, 0.227], [-0.116, 1.601, 1.013], [-1.132, -1.100, -1.755], [0.236, -2.082, -1.080], [0.496, -1.000, -2.494], [-1.152, -0.154, 0.373], [-0.854, 2.388, 0.860], [0.928, 1.879, 0.874], [-0.145, 1.341, 2.071]],
  "lumo_ev": -0.19,
  "orbital_gap_ha": 0.25563
}

y | {
  "formula": "C33H77N11O11",
  "method": "ωB97M-V/def2-TZVPD",
  "symbols": ["C", "N", "C", "C", "O", "H", "H", "H", "H", "H", "H", "H", "C", "N", "C", "C", "O", "H", "H", "H", "H", "H", "H", "H", "C", "N", "C", "C", "O", "H", "H", "H", "H", "H", "H", "H", "C", "N", "C", "C", "O", "H", "H", "H", "H", "H", "H", "H", "C", "N", "C", "C", "O", "H", "H", "H", "H", "H", "H", "H", "C", "N", "C", "C", "O", "H", "H", "H", "H", "H", "H", "H", "C", "N", "C", "C", "O", "H", "H", "H", "H", "H", "H", "H", "C", "N", "C", "C", "O", "H", "H", "H", "H", "H", "H", "H", "C", "N", "C", "C", "O", "H", "H", "H", "H", "H", "H", "H", "C", "N", "C", "C", "O", "H", "H", "H", "H", "H", "H", "H", "C", "N", "C", "C", "O", "H", "H", "H", "H", "H", "H", "H"],
  "positions_angstrom": [[-6.285, -2.265, 8.236], [-5.886, -1.785, 6.936], [-6.783, -0.814, 6.325], [-4.648, -2.091, 6.442], [-4.029, -1.637, 5.435], [-7.360, -2.408, 8.341], [-6.142, -1.471, 8.969], [-5.726, -3.116, 8.624], [-6.786, 0.150, 6.834], [-6.879, -0.865, 5.241], [-7.787, -1.161, 6.568], [-4.126, -2.843, 7.054], [-2.940, -5.961, 3.056], [-2.370, -4.605, 3.020], [-3.191, -3.464, 3.384], [-0.964, -4.539, 3.100], [-0.375, -3.433, 3.175], [-3.763, -5.940, 3.771], [-2.297, -6.792, 3.347], [-3.256, -6.309, 2.073], [-4.246, -3.684, 3.549], [-2.767, -2.974, 4.260], [-3.158, -2.724, 2.585], [-0.476, -5.510, 2.923], [1.895, -3.384, -5.699], [1.557, -2.061, -5.208], [0.743, -1.225, -6.105], [1.866, -1.669, -4.016], [1.780, -0.548, -3.483], [2.682, -3.755, -5.043], [2.428, -3.338, -6.649], [0.953, -3.933, -5.679], [-0.232, -1.645, -6.349], [0.455, -0.241, -5.735], [1.385, -1.041, -6.966], [2.265, -2.541, -3.475], [3.661, 2.615, -2.437], [5.099, 2.673, -2.187], [5.707, 2.047, -1.003], [5.793, 3.248, -3.184], [7.027, 3.291, -3.311], [2.981, 3.340, -1.991], [3.389, 1.635, -2.046], [3.353, 2.345, -3.448], [5.403, 1.003, -0.928], [6.794, 2.001, -0.941], [5.233, 2.572, -0.174], [5.115, 3.643, -3.957], [2.406, 5.943, -4.149], [3.090, 7.224, -4.277], [2.968, 7.779, -5.589], [3.755, 7.782, -3.221], [4.413, 8.739, -3.341], [2.519, 5.490, -3.164], [2.717, 5.315, -4.983], [1.353, 5.943, -4.431], [2.923, 8.861, -5.459], [3.867, 7.416, -6.088], [1.937, 7.556, -5.864], [3.668, 7.145, -2.328], [-2.084, -5.603, -1.093], [-0.646, -5.357, -1.299], [0.353, -6.251, -0.636], [-0.160, -4.364, -2.024], [1.028, -4.235, -2.302], [-2.364, -5.082, -0.177], [-2.380, -6.640, -1.250], [-2.697, -5.063, -1.815], [1.304, -5.756, -0.441], [0.133, -6.735, 0.315], [0.408, -7.023, -1.405], [-1.007, -3.723, -2.313], [5.295, -0.713, -3.206], [5.981, -0.814, -4.446], [5.409, -1.583, -5.567], [7.151, -0.144, -4.598], [7.752, -0.012, -5.691], [4.952, -1.727, -3.001], [4.587, 0.115, -3.231], [5.935, -0.421, -2.374], [6.080, -1.632, -6.425], [5.200, -2.637, -5.382], [4.477, -1.154, -5.935], [7.502, 0.490, -3.769], [-0.238, 0.574, 6.619], [-1.079, 1.691, 6.094], [-0.359, 2.947, 6.154], [-2.268, 1.408, 5.695], [-3.105, 2.211, 5.485], [-0.234, 0.416, 7.698], [0.819, 0.781, 6.451], [-0.493, -0.357, 6.113], [-1.018, 3.813, 6.220], [0.402, 2.850, 6.928], [0.089, 3.068, 5.168], [-2.597, 0.359, 5.639], [-4.756, -3.295, -1.882], [-5.565, -2.619, -2.927], [-5.250, -1.304, -3.486], [-6.652, -3.251, -3.486], [-7.448, -2.693, -4.213], [-4.790, -2.788, -0.917], [-3.692, -3.417, -2.081], [-5.168, -4.247, -1.548], [-4.668, -1.370, -4.405], [-6.134, -0.698, -3.684], [-4.655, -0.900, -2.667], [-6.732, -4.343, -3.373], [-0.901, -1.148, 0.812], [-0.126, 0.145, 0.808], [0.072, 0.757, -0.478], [0.365, 0.664, 2.041], [0.967, 1.732, 2.131], [-1.039, -1.549, 1.816], [-0.566, -2.004, 0.226], [-1.903, -0.890, 0.468], [0.481, -0.031, -1.111], [-0.876, 0.934, -0.986], [0.640, 1.684, -0.556], [0.044, 0.034, 2.884], [1.627, 5.680, 3.925], [0.357, 5.921, 3.193], [0.002, 7.394, 3.202], [-0.342, 4.944, 2.590], [-1.419, 5.021, 2.019], [1.363, 5.991, 4.936], [2.532, 6.156, 3.549], [1.771, 4.605, 4.041], [-1.078, 7.475, 3.076], [-0.024, 7.601, 4.272], [0.472, 8.095, 2.512], [0.249, 4.030, 2.758]],
  "smiles": "CN(C)C=O.CN(C)C=O.CN(C)C=O.CN(C)C=O.CN(C)C=O.CN(C)C=O.CN(C)C=O.CN(C)C=O.CN(C)C=O.CN(C)C=O.CN(C)C=O",
  "lumo_ev": -0.02,
  "orbital_gap_ha": 0.32279
}

Which is most stable, and by how much? y, by 0.0283 hartree.